{
  "formula": "C22H62O17S9",
  "method": "wB97M-V/def2-TZVPD",
  "total_charge": 0,
  "multiplicity": 1,
  "symbols": ["S", "S", "S", "S", "S", "S", "S", "S", "S", "O", "O", "O", "O", "O", "O", "O", "O", "O", "O", "O", "O", "O", "O", "O", "O", "O", "C", "C", "C", "C", "C", "C", "C", "C", "C", "C", "C", "C", "C", "C", "C", "C", "C", "C", "C", "C", "C", "C", "H", "H", "H", "H", "H", "H", "H", "H", "H", "H", "H", "H", "H", "H", "H", "H", "H", "H", "H", "H", "H", "H", "H", "H", "H", "H", "H", "H", "H", "H", "H", "H", "H", "H", "H", "H", "H", "H", "H", "H", "H", "H", "H", "H", "H", "H", "H", "H", "H", "H", "H", "H", "H", "H", "H", "H", "H", "H", "H", "H", "H", "H"],
  "coordinates": [[-0.85519, 3.38135, 12.55147], [-1.39969, 11.29664, 8.32240], [2.88243, 5.85683, 6.24336], [-1.44339, 4.34660, 8.07799], [0.77657, 9.45323, 9.03217], [1.62309, 11.84971, 13.08257], [6.83268, 8.66825, 12.20234], [-4.20156, 10.34472, 10.59990], [-2.17627, 12.73300, 12.56405], [0.12074, 2.32852, 12.31415], [2.64607, 4.58525, 5.58026], [-0.79488, 4.28158, 13.70294], [7.07599, 8.40984, 13.61930], [-1.30352, 10.64982, 9.69385], [3.32744, 5.67266, 7.82321], [1.27369, 13.22244, 13.46716], [-0.96216, 4.32980, 11.16983], [-3.76290, 11.81078, 10.34192], [2.11663, 8.82417, 8.62620], [3.18673, 11.58248, 13.65750], [-1.75482, 14.03658, 11.95609], [7.21481, 9.96400, 11.57781], [3.74635, 6.91182, 5.62999], [1.58324, 11.40640, 11.71201], [-0.02131, 4.21242, 8.65420], [5.23534, 8.42645, 11.95420], [4.12349, 10.86287, 12.84668], [5.34130, 10.65764, 13.77108], [3.28664, 8.68221, 10.53770], [-3.18319, 11.12714, 7.83801], [-2.83395, 9.15788, 10.32437], [5.32590, 7.00773, 8.49687], [-2.56236, 2.67655, 12.48819], [-0.73118, 10.36273, 6.85818], [-4.44458, 10.15779, 12.42905], [-1.91717, 5.36155, 11.09160], [-0.41281, 8.16461, 8.48330], [-1.66295, 6.06597, 7.57281], [-0.95833, 11.54619, 11.82652], [3.78358, 6.84543, 8.47521], [-1.41885, 3.61810, 6.39705], [1.27571, 6.72528, 6.59701], [4.70597, 9.11939, 10.86529], [7.44587, 7.27449, 11.21669], [-1.26298, 6.66876, 10.65015], [0.58250, 9.40131, 10.92134], [-1.59679, 12.86387, 14.28391], [0.80078, 10.62608, 14.23248], [5.67889, 7.09518, 7.46932], [-0.93207, 6.61455, 6.97870], [-0.49976, 3.98835, 5.94285], [4.95087, 10.06584, 14.59900], [-0.79709, 6.52590, 9.67515], [5.46844, 11.61606, 14.27442], [5.73707, 6.07471, 8.88224], [3.27115, 7.76455, 8.19110], [-2.54256, 1.78551, 13.11570], [0.31335, 10.07015, 6.96520], [-3.74844, 11.52690, 8.67990], [-2.17912, 4.06809, 5.75861], [0.79993, 11.24949, 15.12660], [6.90748, 6.39568, 11.57155], [3.65485, 6.54402, 9.51477], [-1.89935, 9.38759, 10.83610], [-3.32930, 3.29684, 12.95202], [5.62857, 7.84753, 9.12236], [-2.55355, 5.10493, 10.24469], [1.52711, 9.82057, 14.34065], [2.55299, 9.07025, 11.24429], [-2.10329, 13.77219, 14.61027], [-1.82955, 6.70575, 8.43943], [-0.16034, 10.34125, 13.80444], [-3.34993, 10.05007, 7.82305], [-5.21378, 10.86636, 12.73624], [4.80612, 10.15489, 11.19058], [-3.58543, 10.56538, 12.96181], [-0.83981, 11.05423, 6.02264], [-2.56717, 5.54829, 11.94642], [-4.74257, 9.16750, 12.77347], [6.31795, 10.52086, 13.30681], [-3.38128, 11.77485, 6.98401], [-0.13493, 7.17257, 8.83932], [0.66007, 6.71987, 5.69753], [-1.84248, 11.96973, 14.85684], [-0.56542, 7.11409, 11.35951], [1.44646, 9.83849, 11.42187], [-0.84108, 10.59627, 12.34806], [3.03128, 8.84654, 9.49085], [0.84957, 6.22221, 7.46501], [8.52888, 7.27531, 11.33995], [-0.51849, 8.12278, 7.39924], [-1.30280, 9.48116, 6.56802], [-3.16464, 8.22274, 10.77632], [-1.38784, 8.44160, 8.88418], [0.53617, 8.35718, 11.23079], [3.83794, 9.89562, 12.43317], [1.44091, 7.71885, 7.01371], [-2.56240, 5.98354, 6.96264], [-1.20763, 11.34056, 10.78552], [3.22916, 7.59524, 10.59496], [4.31185, 11.58213, 12.04964], [-0.51960, 13.02826, 14.25690], [-2.86740, 2.41287, 11.47551], [-2.55744, 8.85927, 9.31320], [5.34272, 9.09355, 9.98100], [-2.00473, 7.46594, 10.60100], [-1.49527, 2.53256, 6.45919], [-0.01708, 12.09318, 11.88092], [-0.22740, 10.02660, 11.29706], [7.26350, 7.46318, 10.15875]]
}

---

{
  "formula": "C22H63N5O7",
  "method": "wB97M-V/def2-TZVPD",
  "total_charge": 0,
  "multiplicity": 1,
  "smiles": "COC[C@H](C)N.COC[C@H](C)N.COC[C@H](C)N.COC[C@H](C)N.COC[C@H](C)N.CO.CO",
  "symbols": ["O", "O", "O", "O", "O", "O", "O", "N", "N", "N", "N", "N", "C", "C", "C", "C", "C", "C", "C", "C", "C", "C", "C", "C", "C", "C", "C", "C", "C", "C", "C", "C", "C", "C", "H", "H", "H", "H", "H", "H", "H", "H", "H", "H", "H", "H", "H", "H", "H", "H", "H", "H", "H", "H", "H", "H", "H", "H", "H", "H", "H", "H", "H", "H", "H", "H", "H", "H", "H", "H", "H", "H", "H", "H", "H", "H", "H", "H", "H", "H", "H", "H", "H", "H", "H", "H", "H", "H", "H", "H", "H", "H", "H", "H", "H", "H", "H"],
  "coordinates": [[-3.28989, -35.36036, -11.56126], [-1.81205, -29.03254, -16.71296], [-8.71076, -33.00406, -15.66522], [-6.96642, -27.91655, -18.51660], [-2.26591, -34.02994, -21.03485], [-9.23833, -28.57111, -14.29855], [-3.07634, -30.83839, -15.10113], [-3.13985, -37.92951, -9.01786], [-6.89582, -29.84261, -12.61562], [-5.43442, -32.05944, -14.06793], [1.28071, -34.12955, -20.11438], [-4.98516, -29.88624, -20.18729], [-4.81910, -29.88744, -17.89885], [-0.19268, -34.16044, -19.88606], [-5.45942, -28.01769, -13.26998], [-9.90174, -27.48583, -13.53260], [-0.51436, -33.06357, -18.76571], [-7.73266, -32.50679, -14.78511], [-2.75518, -35.39579, -21.07872], [-6.01158, -34.33280, -14.84373], [-8.10189, -27.22183, -18.18077], [-2.68765, -36.31595, -10.86159], [-2.56930, -34.96514, -12.73121], [-1.91645, -27.68871, -16.31998], [-7.80094, -28.34284, -14.42498], [-3.52156, -36.70376, -9.60227], [-5.80473, -30.16023, -19.00427], [-6.24531, -32.77441, -15.02291], [-0.85125, -33.86250, -21.23851], [-2.46861, -31.94472, -15.68013], [-7.16213, -29.31422, -18.85788], [-6.99589, -28.43452, -13.10162], [-8.88633, -32.32925, -16.89389], [-3.54587, -35.64403, -8.44884], [-1.62336, -36.18049, -10.66914], [-5.02327, -34.57149, -15.23663], [-2.50478, -32.72115, -14.91596], [-2.97131, -32.24698, -16.59884], [-3.83990, -35.45342, -20.98839], [-5.06816, -28.02161, -12.25263], [1.67627, -33.20086, -20.14860], [-2.20090, -35.82595, -13.28923], [-4.12844, -30.40327, -20.05016], [-0.07347, -32.09166, -18.98733], [-9.80727, -26.56693, -14.11121], [-4.80560, -28.89282, -20.21846], [-3.92732, -31.08643, -14.73247], [-9.04277, -31.26297, -16.73062], [-4.28029, -28.94732, -18.01707], [-0.41603, -35.19199, -19.61380], [1.69958, -34.63608, -19.34752], [-7.66777, -27.36152, -14.88038], [-5.38178, -27.01937, -13.70059], [-8.65283, -27.70345, -17.37293], [-0.43679, -34.43274, -22.06987], [-7.78646, -29.35636, -19.75037], [-1.43763, -31.72975, -15.96111], [-9.66740, -27.37121, -12.47428], [-6.13894, -34.39582, -13.76303], [-1.32721, -27.12760, -17.04528], [-1.72244, -34.30766, -12.53459], [-4.02663, -38.36840, -8.81511], [-6.60443, -29.79461, -11.64975], [-2.29485, -29.58404, -16.09299], [-3.81503, -34.62333, -8.72053], [-0.69290, -32.82770, -21.54221], [-2.33432, -36.04451, -20.31051], [-9.73660, -32.68804, -17.47390], [-4.09265, -30.70004, -17.90492], [-5.35083, -32.52767, -13.17693], [-1.58144, -32.84384, -18.73139], [-7.77973, -29.65207, -18.02571], [-5.86213, -31.21909, -13.70605], [-2.65025, -37.22987, -11.45441], [-4.92372, -28.69897, -13.93102], [-2.62986, -35.45188, -7.89018], [-5.26598, -29.91691, -16.90511], [-7.40785, -29.08944, -15.11503], [-2.62028, -35.95871, -22.00231], [-7.47622, -27.80936, -12.34892], [-7.93247, -31.44094, -14.67494], [-6.83784, -34.87112, -15.30806], [-7.78329, -26.22793, -17.86651], [-4.35037, -35.89979, -7.75929], [-5.99647, -31.23323, -19.00777], [-7.82346, -30.24020, -12.57677], [-3.11117, -34.35235, -13.45159], [-8.01539, -32.33048, -17.54931], [-2.77596, -38.57207, -9.70691], [-7.99029, -32.92387, -13.81158], [-10.93018, -27.83566, -13.62227], [-4.52167, -36.99194, -9.92606], [-0.07584, -33.38495, -17.82097], [-5.87058, -32.53203, -16.01736], [-2.93730, -27.30666, -16.31594], [-8.81484, -27.06339, -18.98991], [-1.49614, -27.55967, -15.32259]]
}

---

Energy relative to the best compared isomer or geometry (same formula, charge and spin), record by record: 1625.8; 239.5 kJ/mol
LUMO level, record by record: -0.4; 0.6 eV
E_HOMO, record by record: -8.18; -8.72 eV